[1]
22
Properties=species:S:1:pos:R:3:forces:R:3:lowdin_charge:R:1 method="wB97M-V/def2-TZVPD" energy_ha=-932.0225 lumo_energy_ev=3.4 charge=-1 fmax_ha_per_bohr=0.081 e_above_lowest_ev=4.885 homo_lumo_gap_ev=7.91 e_homo_ev=-4.534
O -0.13610 2.20545 -0.41055 -1.9 -1.1 -0.9 -0.51
H -1.73364 1.00584 1.63914 -0.4 -0.1 -1.7 0.14
H 2.14849 2.35871 -0.62469 -0.3 0.3 1.0 -0.10
C 2.21920 -1.11165 -0.83069 0.4 2.0 -0.9 -0.10
H -2.52267 1.87908 0.12477 0.8 -0.9 1.3 0.13
H 2.90932 -2.74327 0.45315 -0.3 -0.1 -0.8 0.09
H 1.11943 3.95844 0.37160 -0.1 -1.2 0.0 -0.09
H 3.23652 -0.78696 -1.28342 -1.8 -1.0 0.8 0.11
C -1.98572 0.94577 0.50762 -1.1 2.2 0.6 -0.11
H 0.55265 -3.13994 1.23437 -0.5 -2.0 1.5 0.06
P 1.18048 2.47306 0.48407 1.6 0.9 0.0 0.77
H 1.30206 0.81831 -1.71193 0.0 -2.3 1.3 0.12
C 2.05632 -2.21160 0.00807 -0.1 0.8 0.7 -0.13
C -0.01609 -0.19980 -0.34091 1.4 -0.4 0.0 -0.29
H -1.11908 -1.60448 0.84506 -0.2 0.3 0.1 0.10
O -4.25025 0.21088 0.48801 -0.6 0.4 1.0 -0.06
C -3.11453 -0.08810 0.11974 0.2 0.3 -0.8 -0.77
C 0.77747 -2.37508 0.59661 1.4 3.0 -2.5 -0.08
C 1.15651 -0.13283 -1.03898 2.7 0.5 -1.6 -0.10
O -2.77194 -0.97586 -0.66125 0.4 -1.0 -0.5 -0.04
C -0.16847 -1.39375 0.38191 -1.6 -0.6 1.2 -0.02
N -0.83995 0.90779 -0.35168 -0.1 -0.2 0.2 -0.11


[2]
101
Properties=species:S:1:pos:R:3:forces:R:3:lowdin_charge:R:1 method="wB97M-V/def2-TZVPD" energy_ha=-6693.0730 lumo_energy_ev=-4.7 charge=+1 fmax_ha_per_bohr=0.154 e_above_lowest_ev=11.156 homo_lumo_gap_ev=7.09 e_homo_ev=-11.754
C 0.36699 5.83439 -6.24696 -0.1 0.6 0.7 -0.20
H -1.90857 5.82854 -6.11246 1.9 -1.2 1.4 0.13
H 0.28240 7.01186 -6.42377 0.1 -2.6 0.3 0.13
C 3.74992 -1.75799 2.40191 0.0 -0.4 -0.8 -0.28
H 3.23375 -2.69391 2.63230 0.0 0.1 0.2 0.18
C 0.30831 0.78577 -6.83072 3.6 -1.5 -0.1 -0.13
C -6.39267 -4.43868 6.20933 -1.0 0.4 -0.3 -0.27
F -4.33603 -2.01228 2.29944 -0.2 -0.4 -0.2 0.13
H 2.25480 2.68748 -0.25667 0.5 -2.6 0.3 0.08
H 1.87921 -0.32395 -3.28673 -1.1 1.5 2.0 0.11
F -6.92766 -5.54174 9.03714 0.0 0.2 0.5 0.08
H -2.60951 -4.20556 2.53999 -0.2 0.3 -0.1 0.15
H 0.41284 5.32427 -7.30787 0.0 1.0 2.1 0.13
C -0.52231 0.52441 -5.27442 0.9 -0.4 -3.4 -0.02
H 4.41859 4.99452 -6.12314 -0.4 2.0 -0.3 0.11
C 6.07071 6.01137 -7.88062 1.1 0.1 -0.9 -0.14
H 3.58822 1.57344 0.47833 -2.4 -0.3 -1.4 0.10
C 1.75397 5.60449 -5.39899 0.8 0.1 0.3 -0.22
F -7.31945 -4.07839 7.13306 0.5 0.0 -0.4 0.09
C 1.48615 0.36334 -2.39313 1.2 0.3 -2.3 -0.60
F -5.28660 -3.11610 11.04292 0.0 -0.6 -0.1 0.10
O -4.51356 -3.67599 7.61595 -1.3 -1.4 -0.4 0.03
H -0.14955 1.67331 -7.59007 1.4 -2.9 2.1 0.16
F 4.08984 0.47334 3.17495 -0.1 -0.4 -0.2 0.12
C 2.56199 1.54288 -0.13090 0.5 1.1 0.1 -0.15
O 4.82069 6.68821 -7.48128 0.6 -2.2 1.2 -0.26
F -5.65889 -3.23433 0.06531 -0.3 -0.1 0.4 0.08
N -0.15327 1.67393 -4.36395 3.1 1.3 5.6 0.03
F -6.89557 -5.52064 5.55754 0.5 0.0 0.2 0.09
F -6.85473 -3.04480 1.86415 0.4 -0.1 0.2 0.09
N 0.05532 3.76035 -3.32410 0.5 -3.6 -0.8 0.11
C -1.25917 3.74289 -5.44604 -1.7 1.4 -0.7 -0.09
F -4.11932 -5.02127 5.89081 -0.6 0.2 0.0 0.13
F 8.33318 -1.42011 3.14656 -0.4 -0.1 0.5 0.10
H 2.24796 4.53284 -5.57609 -1.2 2.2 0.2 0.10
C 0.70084 1.61895 -3.10148 -0.6 1.8 0.5 -0.06
H 7.81597 0.23650 4.13324 -0.1 -0.2 0.2 0.18
H 2.55519 0.69413 -7.80410 -0.4 1.1 2.9 0.13
H 1.62203 5.68613 -4.22232 -0.2 -0.2 -2.6 0.11
C -6.48974 -4.92304 10.15679 -0.9 -0.5 0.6 -0.29
H 6.04420 4.84068 -7.76727 -0.2 2.2 0.0 0.09
H -1.13514 5.86317 -4.39390 0.5 -1.1 -2.2 0.12
C -3.19590 -1.70153 -0.97566 -0.5 0.9 0.1 -0.29
F -1.61416 -3.44721 -1.21993 -0.3 0.6 0.0 0.10
H -3.38816 -4.97294 1.19558 -0.2 0.3 0.0 0.15
F -4.25808 -1.26987 -0.24940 0.7 -0.1 -0.2 0.09
H 3.25202 1.80379 -2.28602 -1.0 -2.0 1.3 0.12
C 4.33198 6.16186 -6.16851 1.0 1.1 0.6 -0.21
C 2.82257 0.91112 -1.61965 0.6 0.9 0.0 -0.27
O 1.00927 -0.47107 -7.44120 -2.8 4.4 2.2 -0.23
H 3.68666 0.09192 -1.62273 -2.3 1.5 0.1 0.14
H -3.67110 -3.16369 9.36231 -0.4 0.0 -0.1 0.15
H 2.39319 -0.26274 -6.05266 0.0 2.8 -0.5 0.12
H -5.90980 -5.63973 10.74458 0.2 0.1 0.0 0.18
C 2.84701 6.76141 -5.81598 0.5 -0.2 -0.3 -0.16
H -6.29738 -3.61717 5.49139 0.2 -0.1 0.1 0.17
F 6.59680 -0.21241 2.62841 0.2 0.0 0.5 0.08
F -3.59071 -1.70232 -2.27663 0.3 -0.3 0.1 0.09
H 3.46456 -0.70411 5.63906 0.2 0.1 -0.3 0.15
C 3.56482 -0.73377 3.51628 0.3 0.9 0.5 -0.43
H 4.03500 -2.23404 5.05898 0.1 0.2 -0.3 0.15
H -1.01922 3.36688 -6.52786 -0.3 0.4 2.4 0.12
F -4.72649 -3.82322 3.43930 -0.2 -0.2 -0.6 0.09
C -4.52058 -3.35316 2.16805 0.7 0.7 0.3 -0.42
C -1.00481 5.39240 -5.46588 -0.6 0.0 -0.6 -0.18
F 7.28602 -1.74475 5.76687 0.0 0.4 -0.7 0.14
F -6.43490 -2.72190 9.23814 0.1 -0.5 0.2 0.12
F 6.04533 -2.59443 4.20662 0.8 0.3 0.2 0.12
F -3.65021 -4.06127 -0.80392 0.7 0.6 -0.6 0.13
N -0.45019 3.02727 -4.38708 0.9 0.8 1.2 -0.09
C -5.76327 -3.66708 1.34203 -1.2 0.0 -0.1 -0.29
H -2.39030 -0.96866 -0.86023 0.0 -0.3 0.1 0.10
C -5.03997 -4.76384 6.85725 1.6 0.3 1.2 -0.48
H 2.97931 7.52171 -4.93084 -0.4 -1.5 -1.8 0.12
C 2.03372 0.61157 -6.74625 -3.5 -4.3 -3.1 0.01
O 5.42426 -0.66280 5.21500 0.8 -0.9 -1.5 0.03
H 7.03355 6.41851 -7.31648 -2.2 -0.8 -0.8 0.11
H 6.26830 6.22976 -9.02870 -0.7 -0.3 2.5 0.11
Br 0.30249 -0.82717 -1.28424 0.9 1.1 -0.9 0.76
H -1.66758 0.46253 -5.53688 2.3 0.3 1.0 0.15
C 6.51455 -1.42247 4.69505 -1.4 -0.4 1.5 -0.48
C -2.73670 -3.09871 -0.53708 0.4 -1.7 1.5 -0.49
C 7.35067 -0.64125 3.67234 0.6 0.5 -0.6 -0.26
C 4.12199 -1.15525 4.88479 -0.3 0.1 1.1 -0.05
H -2.40512 3.54052 -5.18032 2.5 0.3 -0.7 0.16
H -5.97090 -4.74046 1.32832 0.2 0.0 0.1 0.18
C -4.40380 -3.90746 9.02372 1.0 0.4 0.1 -0.05
F -5.08174 -5.86926 7.63733 0.0 0.1 -1.0 0.12
F 2.22025 -0.51909 3.67590 0.2 -0.5 -0.2 0.10
H -0.08509 -0.50340 -4.88823 -1.0 2.5 -0.4 0.15
C -3.22083 -3.99131 1.65395 0.8 -0.6 0.6 -0.05
F -7.60191 -4.60854 10.87462 0.4 0.2 0.0 0.09
C -5.67661 -3.66988 9.85101 0.0 0.9 -0.5 -0.43
F 5.05196 -2.03395 2.16377 -0.7 0.1 -0.2 0.09
H 5.09226 6.59038 -5.36568 -1.5 -1.0 -1.4 0.13
H 2.46123 7.34958 -6.75191 0.8 -1.1 1.7 0.12
O -2.38545 -3.15783 0.84469 -1.2 0.3 -1.6 0.03
H 1.73425 1.01291 0.50263 1.7 0.8 -1.3 0.06
N 0.80639 2.98324 -2.45648 -3.3 -3.7 -6.2 0.15
F 3.24272 -1.28747 1.23039 -0.2 0.2 0.1 0.06
H -3.93345 -4.87252 9.24535 -0.4 0.1 0.0 0.15


[3]
78
Properties=species:S:1:pos:R:3:forces:R:3:lowdin_charge:R:1 method="wB97M-V/def2-TZVPD" s2=3.75 energy_ha=-4647.1829 lumo_energy_ev="0.2 / 0.2" charge=0 fmax_ha_per_bohr=0.023 spin_multiplicity=4 e_above_lowest_ev=0.000 homo_lumo_gap_ev="4.51 / 8.85" e_homo_ev="-4.284 / -8.624"
O 0.84952 0.53186 1.47371 0.0 -0.7 -0.9 -0.24
H -1.39901 -3.96184 -5.25944 0.2 0.0 0.0 0.08
H 4.96119 -1.43677 0.04175 -0.1 0.0 0.5 0.10
H 2.24136 3.18972 1.68806 -0.1 -0.1 -0.2 0.12
H -4.49292 2.12208 -1.51353 -0.2 -0.1 0.3 0.08
S 4.59402 1.63943 -1.14262 -0.2 -0.9 0.1 0.58
N 2.99610 1.40763 -1.46845 0.6 0.9 0.2 -0.38
H -3.97310 2.51931 1.42484 0.0 0.1 -0.1 0.07
H 4.41685 -2.78262 -1.91673 0.0 0.1 -0.1 0.14
H -2.23294 -4.54550 1.51572 0.1 0.1 0.2 0.09
H 0.60035 3.71429 1.23494 0.0 -0.1 -0.1 0.11
C -2.01332 2.99463 2.24557 -0.3 0.1 0.1 -0.25
O -1.83356 -2.21544 0.21749 -0.5 -0.4 0.7 -0.17
C -1.01971 -0.68739 3.66051 -0.6 -0.2 -0.2 -0.24
H -4.59710 0.81502 -2.63248 0.0 -0.3 0.1 0.08
H -1.34790 -0.85861 4.68395 0.1 0.2 0.1 0.12
O 0.76125 2.54787 2.98393 0.1 0.8 0.1 -0.16
H 0.25352 -1.70836 2.21677 0.0 0.1 0.0 0.04
H -5.24812 0.59535 -0.97065 -0.2 -0.1 -0.1 0.08
H 2.16083 4.62449 3.69661 0.2 0.2 -0.1 0.08
O -1.66874 -2.80786 -2.13683 0.0 -0.7 -0.3 -0.16
C -4.45775 1.03028 -1.57309 0.6 0.6 -0.4 -0.06
F 0.66090 1.17708 -3.23033 -0.1 0.2 0.1 0.12
O -2.85751 -0.77262 -1.57028 -0.6 0.6 -0.1 -0.16
F 5.12231 -0.55481 -2.48156 0.2 0.2 -0.2 0.11
C 1.28990 3.55944 2.06388 0.4 0.3 0.4 -0.23
N 3.78566 -2.71423 -1.14185 0.2 -0.2 0.1 0.00
H -1.61057 3.19736 3.23841 0.1 0.0 -0.1 0.12
H -3.10148 0.56662 0.01046 0.1 -0.1 -0.1 0.10
O 2.94502 3.26203 -3.24136 0.2 -0.1 -0.5 -0.26
C -3.09693 0.58302 -1.08722 0.0 -0.4 0.7 -0.23
P 0.00591 1.35698 2.33212 0.1 0.0 0.3 0.35
S 2.37489 2.81321 -2.01734 -0.6 0.8 0.3 0.60
C -1.32076 -2.69115 -3.52272 0.0 0.3 -0.8 -0.25
C 2.51574 -3.21810 -1.11163 0.1 0.3 -0.3 -0.13
P -1.57784 -1.58230 -1.18267 0.4 0.3 -0.3 0.33
F 4.89615 1.21280 -3.73137 0.3 -0.2 0.2 0.15
C -3.10326 -2.90798 0.46055 0.6 0.0 0.6 -0.22
H -2.25561 1.21865 -1.35228 -0.1 0.0 -0.4 0.10
H -0.74237 -4.73648 -3.78375 0.0 0.0 -0.2 0.08
C 1.51124 4.83908 2.84933 -0.4 -0.6 0.1 -0.05
C -1.48508 -4.04108 -4.17748 -0.2 -0.2 0.3 -0.07
H -0.36772 -2.69759 3.55134 0.0 0.0 -0.1 0.08
O -1.24881 1.95809 1.59197 -0.3 0.2 -0.5 -0.18
H 2.82854 -1.79456 1.84377 0.1 0.2 0.0 0.10
O 5.06144 2.97518 -1.22398 -0.2 0.8 -0.3 -0.25
O 4.97357 0.88476 0.00471 -0.1 -0.5 0.3 -0.28
H -3.30146 -3.56982 -0.38012 -0.2 0.2 -0.1 0.12
C 1.96289 -2.87887 0.09582 -0.2 -0.2 0.5 -0.16
Ti 1.82714 -0.29467 -0.54309 0.3 -0.3 0.3 0.70
O 2.16315 3.78730 -0.97859 -0.1 -0.4 0.0 -0.28
F 0.11690 3.27697 -3.21361 0.1 -0.2 0.2 0.14
C 4.02465 -1.96155 -0.00789 0.1 -0.1 -0.7 -0.15
H -1.94839 -1.93281 -4.00412 -0.2 -0.1 0.2 0.12
H 0.93794 -1.56015 3.84621 0.0 0.0 0.0 0.09
C -3.46185 2.58767 2.38150 0.1 -0.3 0.1 -0.06
H -3.96554 3.30859 3.02547 -0.1 0.0 -0.1 0.08
C 0.01962 -1.71296 3.27623 0.2 -0.1 0.2 -0.08
C 2.93486 -2.11755 0.82153 -0.4 0.2 0.1 -0.16
H -0.29820 -2.32239 -3.63971 0.1 -0.1 0.3 0.12
H -2.46506 -4.47025 -3.96083 0.0 0.1 0.0 0.08
H -1.91956 3.90117 1.64602 0.1 0.0 0.0 0.13
C 5.36969 0.76527 -2.57230 -0.1 0.2 0.1 -0.66
H 0.56675 5.19535 3.26616 0.0 0.1 -0.2 0.07
H -2.59591 -3.16064 2.57702 0.1 0.1 -0.1 0.06
O -0.58804 0.68313 3.61765 0.3 -0.4 0.4 -0.15
H -3.87562 -2.14730 0.56942 -0.1 -0.1 -0.1 0.12
H -3.52846 1.60603 2.85812 0.0 0.1 0.1 0.08
H 1.94027 5.57804 2.17816 0.1 0.1 0.1 0.09
C 0.66487 2.29334 -2.49579 -0.3 -0.3 0.3 -0.66
O -0.32320 -0.83567 -1.26751 0.4 0.4 0.3 -0.26
H 0.99612 -3.18390 0.46429 0.0 0.0 0.0 0.09
C -2.93577 -3.73639 1.71991 -0.2 -0.2 -0.3 -0.06
H -1.91434 -0.78658 3.03065 0.1 0.0 0.0 0.11
F -0.10669 2.10247 -1.39995 0.3 0.1 -0.5 0.09
F 6.68937 0.96550 -2.51287 -0.2 -0.2 -0.2 0.14
H -3.89198 -4.19584 1.97838 0.0 0.0 0.0 0.08
H 2.15170 -3.80446 -1.93695 -0.2 0.0 0.1 0.11


- Which of these has the highest charge?
  C29H38BrF24N4O5